This record from the OMol25 dataset describes 3 unconnected molecules or ions with the total composition C5H14O2. The level of theory is ωB97M-V/def2-TZVPD.

As for the frontier orbital gap: 0.3412 Ha. The value obtained for the energy above the lowest of the compared OMol25 structures with the same formula, charge and spin is 132.2 kJ/mol. The spin multiplicity is 1. As for the total energy: -9505.6294 eV. As for the structure (SMILES): CC=C(C)C.O.O. As for the maximum force: 0.0646 hartree/bohr. The HOMO energy comes out at -0.320 Ha. As for the LUMO energy: 0.59 eV.

```
21
Properties=species:S:1:pos:R:3:forces:R:3
C 2.76332 -0.46037 0.31575 -1.017 -2.043 -0.842
C 1.34585 -0.25559 -0.18324 1.078 0.947 -0.789
C 0.75125 0.93553 -0.34907 0.154 -1.347 0.311
C -0.67468 0.99723 -0.79233 0.640 -2.632 1.423
C 1.45172 2.18454 0.00438 -1.543 2.880 0.598
H 3.27995 0.42393 0.59221 0.338 0.566 0.633
H 2.61329 -1.21335 1.10255 0.643 0.540 0.445
H 3.38554 -1.02255 -0.41925 -0.425 0.532 0.165
H 0.89495 -1.17146 -0.53861 -0.460 -0.024 0.136
H -1.32806 1.16680 0.04656 -0.119 0.625 0.617
H -0.93417 -0.09105 -1.00336 0.139 1.639 -0.840
H -0.79505 1.78409 -1.47610 -0.562 0.573 -1.530
H 2.49969 2.16575 -0.26567 0.223 0.069 0.545
H 1.19939 2.49109 1.08689 0.982 -0.622 -1.299
H 1.01595 3.10365 -0.54111 0.525 -1.466 0.396
O -3.13778 -0.31075 -0.25175 -1.906 -0.846 -1.486
H -3.92426 -0.77468 -0.68766 1.580 0.948 1.023
H -2.79527 0.25508 -0.96888 -0.282 -0.383 0.508
O -2.53558 -3.66769 1.64277 0.000 -1.366 0.919
H -2.07955 -3.67095 0.80615 -0.162 0.816 -0.265
H -2.99653 -2.86925 1.87974 0.174 0.595 -0.671
```
Forces are in eV/Å.